20
Properties=species:S:1:pos:R:3 method="wB97M-V/def2-TZVPD" e_above_lowest_ev=1.776 homo_lumo_gap_ha=0.2876 total_energy_ha=-1147.97508 charge=+1 e_lumo_ev=-3.73
C 3.84 -0.35 -0.34
C 4.04 0.53 -1.28
C -3.19 -0.39 0.75
C -2.08 -2.08 -0.77
C 3.20 1.91 0.71
C -2.06 -0.74 -0.14
N 2.98 0.87 -0.30
S -0.85 0.32 -0.41
Cl 3.98 -1.69 0.58
H 4.46 0.99 -2.14
H -4.08 -0.20 0.15
H -3.43 -1.22 1.42
H -2.98 0.50 1.34
H -3.00 -2.21 -1.34
H -2.06 -2.85 -0.01
H -1.23 -2.21 -1.44
H 4.25 2.17 0.75
H 2.88 1.56 1.69
H 2.62 2.80 0.45
H 1.99 0.78 -0.56

=====

9
Properties=species:S:1:pos:R:3 method="wB97M-V/def2-TZVPD" e_above_lowest_ev=2.189 homo_lumo_gap_ha=0.1411 total_energy_ha=-320.99645 charge=-2 e_lumo_ev=5.59
C -4.15 -1.67 -0.24
C 4.28 0.60 0.16
C -3.06 -1.90 -0.48
N 4.04 1.75 0.12
O 3.90 2.65 -0.94
O 4.58 -0.51 0.62
H -4.45 -1.16 0.55
H -2.41 -2.22 -1.24
H -2.72 2.45 1.45